Below is a cluster of 2 separate species, C6H17P2 in total at a distorted geometry, with properties calculated with ωB97M-V/def2-TZVPD.

The geometry in XYZ format:
```
25
Properties=species:S:1:pos:R:3
C 0.1496 2.1746 0.2812
C 1.3290 -0.1244 -1.6543
C 2.5827 -0.3631 1.0900
C 0.1871 -2.1428 0.5769
C -2.3175 0.4646 -0.9094
C -0.2876 0.7010 0.4904
P -3.2239 -0.4849 0.2794
P 1.0005 -0.5537 0.1898
H -0.0390 2.5279 -0.6534
H -0.1970 2.9216 1.1388
H 1.2238 2.2223 0.3317
H 2.3184 0.3096 -1.8224
H 0.6847 0.6549 -1.6625
H 0.8893 -0.8850 -2.2364
H 2.9663 0.6967 1.0025
H 3.3425 -0.9838 0.5701
H 2.7202 -0.6376 2.1681
H 0.8319 -2.7140 1.2222
H 0.0273 -2.7417 -0.3276
H -0.7535 -1.9724 1.0643
H -1.9611 -0.0143 -1.7467
H -2.4976 1.4684 -0.8924
H -0.6087 0.5247 1.5659
H -3.8988 -1.3550 -0.5644
H -4.4686 0.3066 0.4982
```

Results
Calculated total energy: -921.115088 a.u.
Charge: +1
Energy relative to the best compared isomer or geometry (same formula, charge and spin): 2.8456 eV
Spin multiplicity: 1

Results of the natural (NBO) charge analysis, in e, for atoms 1 through 8:
1. C -0.6628
2. C -0.8514
3. C -0.9963
4. C -0.9504
5. C -0.4722
6. C -0.5988
7. P 0.3018
8. P 1.4582